(1)
{"formula": "C4H6N2O", "method": "the ωB97M-V functional and the def2-TZVPD basis", "species": ["N", "C", "C", "N", "C", "O", "C", "H", "H", "H", "H", "H", "H"], "coordinates": [[-1.917, 0.459, -0.337], [-0.602, 0.006, -0.193], [-0.450, -1.440, -0.491], [0.591, -2.106, -0.199], [1.842, 0.694, 0.169], [2.242, 1.543, 1.122], [0.404, 0.870, 0.093], [-2.628, -0.143, 0.060], [-2.049, 1.413, -0.031], [-1.318, -1.871, -1.016], [0.505, -3.057, -0.567], [3.207, 1.585, 1.106], [0.179, 1.936, 0.167]], "mulliken_charge": [-0.57, 0.71, -0.20, -0.52, -0.71, -0.33, -0.11, 0.24, 0.24, 0.36, 0.25, 0.42, 0.22], "homo_lumo_gap_ev": [7.871, 7.870], "e_homo_ev": [-7.8, -7.8], "fmax_ev_per_a": 0.590, "lumo_energy_ev": [0.109, 0.109], "spin_multiplicity": 1, "e_tot_ev": -9269.4226}

(2)
{"formula": "C32H64BN2O21S3", "method": "the ωB97M-V functional and the def2-TZVPD basis", "species": ["O", "C", "O", "B", "O", "C", "O", "O", "C", "O", "C", "O", "O", "C", "S", "O", "C", "H", "H", "H", "H", "H", "H", "C", "S", "O", "C", "H", "H", "H", "H", "H", "H", "C", "S", "O", "C", "H", "H", "H", "H", "H", "H", "C", "O", "N", "C", "C", "H", "H", "H", "H", "H", "H", "H", "C", "O", "N", "C", "C", "H", "H", "H", "H", "H", "H", "H", "O", "C", "O", "C", "C", "C", "H", "H", "H", "H", "H", "H", "H", "H", "O", "C", "O", "C", "C", "C", "H", "H", "H", "H", "H", "H", "H", "H", "O", "C", "O", "C", "C", "C", "H", "H", "H", "H", "H", "H", "H", "H", "O", "C", "O", "C", "C", "C", "H", "H", "H", "H", "H", "H", "H", "H"], "coordinates": [[-3.284, -2.643, 0.402], [-2.291, -1.858, 0.345], [-2.282, -0.604, 0.327], [-0.909, -0.080, 0.406], [-0.047, -1.283, 0.415], [-0.800, -2.353, 0.405], [-0.500, -3.546, 0.406], [-0.629, 0.868, 1.565], [-0.096, 2.010, 1.121], [0.212, 2.944, 1.869], [0.024, 1.928, -0.408], [-0.602, 0.844, -0.810], [0.547, 2.785, -1.104], [-3.229, 0.659, 1.796], [-3.683, 2.139, 2.806], [-2.755, 3.249, 2.463], [-5.231, 2.538, 1.968], [-2.658, 1.040, 0.949], [-4.119, 0.042, 1.676], [-2.543, -0.009, 2.317], [-4.811, 2.791, 0.995], [-5.644, 3.431, 2.439], [-5.890, 1.671, 1.997], [-0.678, 6.514, 0.649], [0.430, 5.238, 1.433], [1.348, 6.143, 2.284], [-0.942, 4.583, 2.445], [-0.853, 7.462, 1.157], [-1.734, 6.249, 0.694], [-0.452, 6.697, -0.401], [-0.733, 3.534, 2.653], [-1.984, 4.547, 2.129], [-1.050, 5.206, 3.333], [1.963, -5.624, 2.697], [0.178, -5.435, 2.836], [-0.359, -6.242, 1.636], [-0.061, -3.614, 2.645], [2.008, -6.549, 2.122], [2.435, -5.886, 3.644], [2.445, -4.912, 2.027], [0.042, -3.153, 1.662], [0.560, -3.031, 3.325], [-1.124, -3.421, 2.787], [1.663, -5.618, 0.209], [2.286, -6.696, 0.288], [1.586, -4.894, -0.912], [1.148, -3.508, -0.674], [1.904, -5.269, -2.225], [1.149, -5.096, 1.031], [0.087, -3.291, -0.801], [1.649, -2.883, -1.413], [1.549, -3.257, 0.308], [1.006, -5.219, -2.841], [2.566, -4.535, -2.684], [2.380, -6.235, -2.389], [-0.852, -0.848, -4.344], [-1.509, -0.764, -5.326], [-1.387, -1.069, -3.162], [-0.625, -1.026, -1.986], [-2.861, -1.248, -2.948], [0.249, -0.828, -4.341], [-0.927, -0.059, -1.586], [0.437, -1.027, -2.233], [-0.897, -1.827, -1.298], [-3.213, -0.526, -2.211], [-3.437, -1.148, -3.868], [-3.113, -2.283, -2.718], [3.494, -3.396, -0.559], [4.194, -2.454, -0.895], [3.719, -1.350, -1.577], [2.327, -1.193, -1.891], [1.650, -0.586, -0.690], [5.672, -2.436, -0.535], [1.824, -2.119, -2.169], [2.197, -0.503, -2.725], [1.717, -1.215, 0.197], [0.577, -0.639, -0.874], [1.977, 0.452, -0.752], [6.024, -3.342, -0.043], [5.833, -1.557, 0.090], [6.250, -2.350, -1.455], [2.225, 6.660, -2.318], [2.865, 5.578, -2.442], [2.790, 4.539, -1.689], [1.909, 4.442, -0.586], [2.151, 3.104, -0.021], [3.811, 5.290, -3.581], [0.944, 4.630, -1.055], [2.075, 5.205, 0.175], [1.276, 2.795, 0.550], [2.964, 3.136, 0.704], [2.360, 2.371, -0.801], [3.826, 6.111, -4.297], [3.784, 4.294, -4.022], [4.711, 5.309, -2.966], [3.352, 3.805, 3.524], [3.929, 3.332, 2.580], [3.534, 2.336, 1.812], [2.331, 1.593, 2.046], [2.617, 0.107, 1.753], [5.222, 3.951, 2.114], [1.583, 1.973, 1.350], [1.839, 1.718, 3.011], [3.526, -0.183, 2.280], [2.708, -0.137, 0.694], [1.846, -0.599, 2.060], [5.577, 3.419, 1.232], [6.010, 4.078, 2.858], [4.975, 5.000, 1.950], [-5.280, -0.021, -1.402], [-6.261, -0.760, -1.444], [-6.313, -1.834, -0.755], [-5.124, -2.501, -0.153], [-5.493, -3.763, 0.566], [-7.537, -0.274, -2.245], [-4.470, -1.879, 0.458], [-4.528, -2.895, -0.976], [-4.600, -4.386, 0.610], [-6.333, -4.311, 0.140], [-5.782, -3.474, 1.576], [-7.808, 0.773, -2.111], [-8.314, -0.995, -1.991], [-7.409, -0.563, -3.288]], "mulliken_charge": [-0.60, 0.46, 0.36, 0.77, 1.04, -2.04, -0.30, -0.70, 1.01, -0.40, -0.08, 0.14, -0.76, -0.14, 0.06, -0.40, -1.06, -0.28, 0.21, 0.35, 0.33, 0.40, 0.35, -1.25, 1.33, -0.83, -1.04, 0.38, 0.34, 0.29, 0.05, 0.52, 0.54, -0.82, 0.18, -0.55, -0.42, 0.30, 0.43, 0.23, 0.63, 0.38, 0.39, 1.31, -0.78, 0.47, -1.31, -1.01, -0.93, 0.35, -0.89, 0.58, 0.35, 0.28, 0.38, 0.24, -0.62, -0.08, 0.39, -0.70, 0.33, 0.90, -0.64, 0.12, 0.16, 0.49, 0.29, -0.41, 0.72, -0.43, -1.49, 0.42, -1.41, 1.09, 0.50, -0.29, 0.20, 0.39, 0.32, 0.34, 0.35, -0.64, 0.75, -0.24, -1.70, -0.36, -1.22, 0.69, 0.68, 0.16, 1.31, -0.02, 0.32, 0.30, 0.32, -0.56, 0.94, -0.23, 0.29, -1.11, -1.23, -1.10, 0.49, 0.57, 0.42, -0.17, 0.24, 0.41, 0.29, -0.60, 0.88, -0.38, 1.15, -1.51, -1.24, -0.50, -0.18, 0.29, 0.41, 0.35, 0.29, 0.37, 0.31], "homo_lumo_gap_ev": 7.164, "e_homo_ev": -6.0, "charge": -1, "fmax_ev_per_a": 11.340, "lumo_energy_ev": 1.152, "spin_multiplicity": 1, "e_tot_ev": -113354.2985}

(3)
{"formula": "C15H31N4O10S2", "method": "the ωB97M-V functional and the def2-TZVPD basis", "species": ["C", "C", "C", "C", "C", "N", "C", "N", "N", "O", "C", "C", "N", "C", "C", "C", "O", "H", "H", "H", "H", "H", "H", "H", "H", "H", "H", "H", "H", "H", "H", "H", "H", "H", "H", "H", "H", "H", "H", "H", "C", "C", "O", "S", "O", "O", "O", "H", "H", "H", "H", "C", "C", "O", "S", "O", "O", "O", "H", "H", "H", "H"], "coordinates": [[1.447, 2.666, 0.462], [1.168, 2.295, -0.649], [0.841, 1.580, -1.894], [0.048, 0.292, -1.584], [0.718, -0.616, -0.559], [-0.276, -1.623, -0.016], [-0.043, -2.876, -0.482], [0.894, -3.735, 0.100], [-0.673, -3.376, -1.496], [-1.607, -2.655, -2.168], [-2.947, -3.091, -1.777], [-3.956, -1.916, -1.773], [-5.193, -2.465, -1.281], [-5.355, -2.365, 0.164], [-5.680, -0.947, 0.727], [-6.389, -0.017, -0.264], [-6.574, -1.133, 1.834], [1.613, 2.895, 1.488], [0.180, 2.205, -2.506], [1.730, 1.400, -2.504], [-0.914, 0.621, -1.161], [-0.178, -0.233, -2.517], [1.133, -0.101, 0.304], [1.540, -1.192, -1.026], [-1.227, -1.319, -0.204], [0.523, -4.044, 0.994], [1.776, -3.242, 0.236], [-0.454, -4.332, -1.775], [-2.908, -3.545, -0.779], [-3.290, -3.884, -2.450], [-4.027, -1.591, -2.815], [-3.515, -1.133, -1.135], [-5.999, -2.141, -1.795], [-4.388, -2.660, 0.601], [-6.059, -3.124, 0.520], [-4.809, -0.450, 1.161], [-5.780, 0.151, -1.162], [-7.398, -0.355, -0.518], [-6.503, 0.958, 0.219], [-7.243, -1.778, 1.587], [5.256, -3.463, -0.465], [6.231, -2.458, 0.110], [5.873, -1.212, -0.509], [4.298, -1.176, -0.772], [3.668, -0.473, 0.287], [4.075, -0.854, -2.133], [4.010, -2.750, -0.561], [5.550, -3.773, -1.469], [5.145, -4.341, 0.166], [7.265, -2.709, -0.108], [6.104, -2.349, 1.189], [3.497, 5.754, 2.198], [2.089, 6.295, 2.054], [1.825, 6.964, 3.289], [3.196, 7.590, 3.859], [3.258, 8.956, 3.493], [3.364, 7.154, 5.194], [4.207, 6.770, 2.908], [3.512, 4.841, 2.799], [3.966, 5.562, 1.236], [1.356, 5.512, 1.880], [2.030, 7.032, 1.249]], "mulliken_charge": [-0.01, -0.54, -0.77, -0.67, -0.10, -0.20, 0.42, -0.51, -0.03, -0.17, -0.63, -0.35, -0.27, -0.73, 0.36, -1.31, -0.56, 0.45, 0.42, 0.38, 0.41, 0.26, 0.40, -0.06, 0.18, 0.27, 0.31, 0.25, 0.34, 0.34, 0.37, 0.15, 0.30, 0.06, 0.59, 0.27, 0.33, 0.29, 0.36, 0.36, -0.36, -0.41, -0.32, 1.25, -0.48, -0.59, -0.31, 0.28, 0.35, 0.33, 0.29, -0.29, -0.24, -0.33, 1.10, -0.52, -0.52, -0.33, 0.28, 0.32, 0.22, 0.31], "homo_lumo_gap_ev": 8.470, "e_homo_ev": -12.0, "charge": 1, "fmax_ev_per_a": 1.839, "lumo_energy_ev": -3.487, "spin_multiplicity": 1, "e_tot_ev": -64151.0715}

Q: What is the formula in the second record?
A: C32H64BN2O21S3